69
Properties=species:S:1:pos:R:3:forces:R:3 method="wB97M-V/def2-TZVPD" total_charge=+2 homo_lumo_gap_ev="6.24 / 6.22" lumo_ev="-7.61 / -7.63" e_homo_ha="-0.509 / -0.509"
Co -0.05433 -0.03347 -0.12050 1.43 0.26 1.59
O -6.28173 -1.26152 4.42238 -0.41 0.54 0.50
C -5.75204 -2.30297 3.80095 0.43 -1.09 -0.31
O -6.10305 -3.43079 4.01492 -0.17 0.45 0.06
C -4.63877 -2.05564 2.82728 0.72 0.41 -0.19
C -3.78398 -0.94892 2.91530 -0.89 -0.57 0.00
C -2.77796 -0.78412 2.00092 0.90 -0.36 -0.91
C -2.51159 -1.73721 0.98758 -2.48 -0.30 2.23
C -3.38921 -2.85628 0.92218 0.80 0.62 -0.13
C -4.39742 -3.01578 1.83479 -0.45 0.33 0.41
N -1.41965 -1.57698 0.19308 2.32 -2.56 -3.37
C -1.01120 -2.62670 -0.56592 -2.48 2.41 3.40
C 0.06496 -2.46929 -1.42109 2.90 0.41 -2.28
C 0.53926 -3.53290 -2.23604 -1.13 0.85 1.34
C 1.60126 -3.33670 -3.07099 0.93 1.07 -0.40
C 2.19545 -2.06440 -3.10123 -0.46 -1.14 -0.02
C 1.70363 -1.06861 -2.28505 0.00 0.56 0.19
N 0.67192 -1.22516 -1.44529 -0.44 -1.68 -0.49
H -5.94782 -0.40263 4.13141 0.00 -0.23 -0.14
H -3.89528 -0.21226 3.69924 -0.05 0.08 0.04
H -2.15415 0.08868 2.05400 -0.01 -0.06 0.01
H -3.27593 -3.60242 0.15507 -0.09 -0.11 -0.12
H -5.04105 -3.88122 1.79562 -0.07 -0.06 -0.02
H -1.46805 -3.60072 -0.47810 -0.12 -0.02 -0.01
H 0.04655 -4.48905 -2.16672 -0.09 -0.12 -0.01
H 1.97846 -4.13256 -3.69268 0.03 -0.10 -0.07
H 3.03502 -1.86128 -3.74433 0.07 0.08 -0.07
H 2.16730 -0.09356 -2.31293 -0.05 0.00 0.10
S 3.59025 2.31803 0.17192 -0.58 -0.19 -0.50
C 2.71051 2.93004 -1.17520 0.33 -0.28 0.39
C 1.56467 2.23297 -1.42737 -0.35 -0.01 -0.07
C 1.35429 1.18214 -0.50857 1.01 -0.04 1.16
C 2.39724 1.09318 0.41201 -0.41 0.40 -0.88
C 2.39989 0.08945 1.43999 0.33 -0.31 0.42
C 3.42346 -0.14141 2.36346 -0.33 0.00 -0.15
C 3.26394 -1.13997 3.30635 -0.18 -0.02 -0.12
C 2.09192 -1.88959 3.31461 -0.02 0.08 -0.13
C 1.13056 -1.62523 2.35521 -0.09 -0.43 0.29
N 1.28617 -0.67136 1.44883 -0.63 0.71 -1.43
H 3.09490 3.78152 -1.70729 0.03 0.10 -0.11
H 0.88874 2.48727 -2.22447 -0.10 0.11 -0.19
H 4.32758 0.44314 2.32274 0.11 0.12 0.00
H 4.04560 -1.34844 4.02128 0.05 0.03 0.06
H 1.93707 -2.67215 4.03851 -0.06 -0.09 0.04
H 0.21154 -2.19370 2.29384 -0.02 -0.03 0.10
O -0.77637 1.31833 1.01310 -0.45 -0.08 -0.45
S -0.29774 1.76870 2.41241 -0.14 1.38 0.14
C -1.73583 2.58612 3.13914 0.32 -0.63 -0.01
C -2.03892 2.20881 4.44011 0.13 -0.07 -0.12
C -3.10486 2.81542 5.08258 -0.08 0.07 0.06
C -3.85575 3.77837 4.42609 0.02 -0.13 0.07
C -3.54338 4.13969 3.12510 0.15 -0.05 -0.20
C -2.47918 3.54323 2.47055 -0.01 0.02 -0.14
C 0.70354 3.23373 2.12233 0.16 -0.38 0.16
C 0.45904 4.11514 1.08416 -0.07 -0.06 -0.09
C 1.26559 5.23335 0.95355 -0.05 -0.04 0.01
C 2.30922 5.45172 1.83919 0.02 -0.05 0.15
C 2.55266 4.55273 2.86740 -0.06 0.05 0.03
C 1.74477 3.43766 3.01531 -0.04 -0.07 0.01
H -1.44314 1.45911 4.93957 0.04 -0.09 0.10
H -3.34665 2.54157 6.09593 -0.03 -0.05 0.15
H -4.69268 4.24071 4.92491 -0.06 0.08 0.08
H -4.11769 4.89239 2.61160 -0.13 0.10 -0.05
H -2.23882 3.81845 1.45665 -0.02 0.06 -0.09
H -0.32948 3.92313 0.37407 -0.07 -0.01 -0.09
H 1.07860 5.93422 0.15527 -0.02 0.07 -0.10
H 2.93611 6.32282 1.72989 0.05 0.09 -0.02
H 3.36980 4.71359 3.55218 0.08 0.05 0.08
H 1.92395 2.72524 3.80762 0.06 -0.05 0.13